Here is a 2-piece molecular cluster, C3H11N2O overall at a distorted geometry from the Open Molecules 2025 dataset. Energies are from the ωB97M-V functional and the def2-TZVPD basis.

Cartesian coordinates (Å):
C -1.1539 -0.1093 -1.8148
C 0.0687 0.8608 -1.5356
N 2.0399 0.0609 1.4580
C 0.9793 0.1276 0.7051
N 1.0121 0.2111 -0.6712
H -0.6516 -1.0675 -2.0114
H -1.7158 0.3448 -2.6254
H -1.8040 -0.2665 -0.9563
H -0.2033 1.8667 -1.1233
H 0.6730 1.0205 -2.4358
H 2.7990 -0.4981 1.0522
H 2.1382 0.5233 2.3655
H 0.1264 0.6771 1.1306
H 1.9784 -0.0463 -0.9113
H -2.2205 -0.4650 2.6007
H -2.3634 -1.9805 2.3717
O -1.7025 -1.2595 2.4012

Force components x, y, z for each atom (eV/Å):
C 0.3 -0.8 0.7
C 1.4 0.2 -0.3
N -0.2 -1.6 -2.2
C -1.9 4.0 1.2
N 1.5 -1.0 1.9
H -0.6 0.3 -0.6
H 0.1 0.0 -0.3
H 0.1 0.3 0.1
H -0.3 -0.7 0.1
H -0.5 0.0 -0.1
H 0.7 0.4 0.7
H -0.3 -0.5 0.3
H -0.1 -0.9 0.1
H -0.4 0.0 -1.6
H 0.0 -0.4 0.2
H 0.5 0.4 0.1
O -0.3 0.1 -0.4

## Properties
- total charge = +2
- E_LUMO (spin up / spin down) (Ha) = -0.3864 / -0.5361
- energy above the lowest of the compared OMol25 structures with the same formula, charge and spin (kJ/mol) = 278.9
- frontier orbital gap (spin up / spin down) (eV) = 7.87 / 3.64
- multiplicity = 2
- energy (Eh) = -304.8473



Here is an isolated ion of composition C11H18N3S and charge +1 at a distorted geometry from the Open Molecules 2025 dataset. Energies are from the ωB97M-V functional and the def2-TZVPD basis.

Cartesian coordinates (Å):
C -0.6102 -1.1790 0.2515
C -0.6727 -2.5534 -0.0149
C 1.4879 -1.2145 -0.8150
C 0.5769 -0.4627 -0.1261
C 0.3633 -3.1954 -0.6872
C -0.2973 1.8182 0.2765
C 0.2879 -4.7346 -0.8738
C 2.0091 1.2082 0.9301
C -2.0651 2.9442 -0.9129
C -0.4095 1.5607 -2.1085
C -0.2444 1.5816 3.0260
N 1.4164 -2.5256 -1.0754
N 0.7912 0.8963 0.2749
N -0.8833 2.0313 -0.8926
S -1.1096 2.4220 1.6742
H -1.2703 -0.6173 0.9252
H -1.5507 -3.2591 0.3769
H 2.4675 -0.8215 -1.1257
H -0.6418 -5.1815 -1.0396
H 1.0756 -4.9305 -1.7472
H 0.6637 -5.2958 -0.0596
H 2.3833 0.2574 1.4832
H 2.8659 1.6571 0.3727
H 1.8168 1.9677 1.6775
H -1.6223 3.9252 -0.4924
H -3.0082 2.4130 -0.4858
H -2.4934 3.2121 -1.8571
H 0.4971 1.8657 -2.5588
H -1.2388 1.6283 -2.7737
H -0.1957 0.3667 -2.0105
H 0.3450 2.2764 3.7007
H 0.2096 0.6408 2.8028
H -0.9438 1.2981 3.8845

Force components x, y, z for each atom (eV/Å):
C 1.3 0.3 0.5
C -2.6 -0.4 1.4
C 2.2 -0.1 -0.6
C -2.1 -1.1 0.2
C -1.2 -1.6 0.6
C 0.8 -2.3 -1.1
C 3.7 1.7 -2.6
C 2.2 -0.6 2.1
C -0.3 0.3 1.6
C 0.2 -5.5 -1.3
C -0.9 0.8 3.4
N 0.3 0.2 -0.3
N -1.8 0.6 -0.8
N -0.8 1.9 2.0
S 0.6 -0.1 0.8
H -0.3 -0.6 -0.5
H 1.9 2.0 -0.9
H -0.6 0.3 0.1
H -1.7 -0.1 -0.8
H -2.0 0.1 1.7
H 0.8 -0.1 1.3
H -0.5 1.7 -0.9
H -0.9 -0.7 -0.4
H 0.0 0.1 0.4
H -1.7 -1.4 0.0
H 1.9 1.2 0.4
H 0.9 -0.2 -1.2
H 1.0 1.3 0.1
H -0.2 0.1 -0.9
H -0.7 2.7 -0.4
H 0.2 -0.6 -1.7
H 0.6 -0.2 -0.6
H -0.2 0.3 -1.7

## Properties
- total charge = +1
- E_LUMO (Ha) = -0.1414
- energy above the lowest of the compared OMol25 structures with the same formula, charge and spin (kJ/mol) = 204.4
- frontier orbital gap (eV) = 8.41
- multiplicity = 1
- energy (Eh) = -992.0659



Here is one molecule with the formula C4H2Br3P at a distorted geometry from the Open Molecules 2025 dataset. Energies are from the ωB97M-V functional and the def2-TZVPD basis.

Cartesian coordinates (Å):
C -0.7821 0.8158 0.0502
C 0.5419 1.2650 0.0084
C 1.5441 0.3755 0.4274
C -0.0649 -1.9458 -0.3837
P -1.2023 -0.8942 0.2239
Br 0.8975 3.0894 -0.2700
Br 3.2828 0.7708 -0.0048
Br -0.1514 -3.8720 -0.4202
H -1.4514 1.4871 -0.2874
H -2.6142 -1.0917 0.6561

Force components x, y, z for each atom (eV/Å):
C 3.4 -1.6 0.2
C -1.3 -1.4 0.8
C 0.1 -0.3 0.3
C 0.3 -0.6 -0.2
P -0.6 -0.2 0.3
Br -0.2 0.5 -0.2
Br 0.1 -0.2 -0.2
Br -0.3 1.4 0.3
H -2.8 2.0 -0.8
H 1.4 0.4 -0.4

## Properties
- E_LUMO (spin up / spin down) (Ha) = -0.0700 / -0.0677
- energy above the lowest of the compared OMol25 structures with the same formula, charge and spin (kJ/mol) = 203.6
- frontier orbital gap (spin up / spin down) (eV) = 6.44 / 6.47
- multiplicity = 1
- energy (Eh) = -8216.7453



Here is one molecule with the formula C6H7NS at a distorted geometry from the Open Molecules 2025 dataset. Energies are from the ωB97M-V functional and the def2-TZVPD basis.

Cartesian coordinates (Å):
C -1.1837 -1.8547 0.0909
C -0.3911 -0.6099 -0.0736
C 0.9957 -0.7500 -0.1229
C -1.0244 0.7094 -0.0857
C -0.2205 1.8862 0.0316
C 0.2312 3.0178 0.0789
H -1.6964 -1.9141 1.0761
H -2.0713 -1.8889 -0.5677
H -0.6714 -2.8195 0.0783
H 1.3689 -1.7885 -0.0934
H 1.7461 1.1756 -0.0845
H 2.9438 -0.1305 -0.1768
H 0.7203 3.9865 0.1449
N 1.9357 0.1688 -0.1557
S -2.6830 0.8118 -0.1404

Force components x, y, z for each atom (eV/Å):
C -2.0 -0.5 0.7
C 1.7 0.8 0.1
C -1.9 -1.3 0.3
C -0.4 -2.1 0.2
C -0.2 2.1 -0.2
C 0.2 -0.9 0.1
H 0.3 0.5 -0.2
H 0.6 -0.1 -0.1
H 0.5 0.4 -0.6
H -0.1 0.6 -0.1
H 0.1 -0.9 -0.1
H -1.9 0.6 0.0
H -0.4 -0.7 -0.1
N 3.1 1.0 -0.1
S 0.5 0.5 0.0

## Properties
- E_LUMO (Ha) = -0.0207
- energy above the lowest of the compared OMol25 structures with the same formula, charge and spin (kJ/mol) = 269.1
- frontier orbital gap (eV) = 7.28
- multiplicity = 1
- SMILES = C#CC(=S)/C(C)=C\N
- energy (Eh) = -685.6674